(1)
The following is a quantum chemistry calculation of an isolated molecule of C6H4O2 in a non-equilibrium geometry, from the OMol25 dataset.

Computed properties:
Orbital gap: 8.0132 eV
Molar mass: 108.1 g mol⁻¹
Total energy: -381.31899 Ha
Structure (SMILES): C#C/C(C=O)=C/C=O
LUMO energy: -1.74 eV
E_HOMO: -9.75 eV

Structure (XYZ):
```
12
C6H4O2 | the OMol25 dataset | ωB97M-V/def2-TZVPD
C -2.22 -0.45 0.14
C -0.81 -0.72 0.21
C 0.33 0.10 -0.13
C 0.30 1.84 -0.17
C 1.65 -0.47 -0.19
C 2.61 -1.18 -0.12
H -2.93 -1.27 0.48
H -0.61 -1.74 0.53
H -0.61 2.34 -0.24
H 3.52 -1.44 -0.41
O -2.66 0.68 -0.35
O 1.42 2.32 0.25
```

=====

(2)
The following is a quantum chemistry calculation of a 3-piece molecular cluster, C17H41B2ClNO11P2 overall in a non-equilibrium geometry, from the OMol25 dataset.

Computed properties:
Orbital gap: 5.7151 eV
Molar mass: 554.5 g mol⁻¹
Total energy: -2747.60463 Ha
Charge: -1
LUMO energy: 1.41 eV
E_HOMO: -4.31 eV

Structure (XYZ):
```
75
C17H41B2ClNO11P2 | the OMol25 dataset | ωB97M-V/def2-TZVPD
C 5.48 -2.50 4.19
O 6.37 -3.46 3.67
B 5.66 -4.53 3.03
O 5.73 -4.49 1.65
B 4.85 -5.71 3.96
C 3.22 -5.52 4.15
C 2.48 -4.55 3.24
C 0.99 -4.50 3.69
Cl 2.41 -5.15 1.53
N 5.22 -7.21 3.40
C 6.28 -7.58 3.79
O 7.30 -7.91 4.30
H 4.84 -2.10 3.39
H 6.05 -1.66 4.60
H 4.84 -2.90 4.98
H 6.31 -3.74 1.44
H 5.35 -5.66 5.08
H 2.99 -5.30 5.20
H 2.76 -6.51 3.97
H 2.82 -3.52 3.29
H 0.56 -3.53 3.42
H 1.00 -4.56 4.78
H 0.42 -5.32 3.27
O 1.89 0.82 -0.48
P 1.41 0.78 0.92
O 2.50 1.63 1.79
C 2.71 3.00 1.49
C 1.51 3.86 1.86
O 1.77 -0.72 1.40
C 2.23 -1.72 0.48
C 3.73 -1.73 0.37
O 0.22 0.85 2.05
C -1.10 1.27 1.67
C -1.62 0.56 0.43
H 2.95 3.12 0.43
H 3.58 3.32 2.07
H 0.67 3.67 1.18
H 1.76 4.92 1.79
H 1.17 3.64 2.87
H 1.75 -1.59 -0.49
H 1.89 -2.68 0.86
H 4.13 -0.73 0.19
H 4.06 -2.38 -0.45
H 4.18 -2.09 1.29
H -1.12 2.35 1.53
H -1.75 1.05 2.52
H -1.01 0.82 -0.45
H -2.65 0.86 0.22
H -1.57 -0.52 0.56
O -4.06 3.27 -5.60
P -4.75 3.22 -4.29
O -3.86 4.11 -3.27
C -3.67 5.50 -3.54
C -4.96 6.29 -3.37
O -4.39 1.73 -3.75
C -3.74 0.77 -4.58
C -2.24 0.85 -4.46
O -6.11 3.21 -3.38
C -7.38 3.57 -3.96
C -7.64 2.84 -5.27
H -3.27 5.63 -4.54
H -2.92 5.85 -2.83
H -5.66 6.07 -4.17
H -4.75 7.36 -3.40
H -5.44 6.05 -2.42
H -4.06 0.88 -5.62
H -4.09 -0.21 -4.25
H -1.87 1.87 -4.57
H -1.75 0.22 -5.22
H -1.92 0.51 -3.48
H -7.42 4.65 -4.11
H -8.14 3.31 -3.23
H -6.92 3.13 -6.04
H -8.64 3.08 -5.64
H -7.57 1.76 -5.13
```

=====

(3)
The following is a quantum chemistry calculation of C17H29CuN3OSeTa as an isolated structure in a non-equilibrium geometry, from the OMol25 dataset.

Computed properties:
Orbital gap: 5.5550 eV
Molar mass: 614.9 g mol⁻¹
Total energy: -5003.01799 Ha
Charge: +2
LUMO energy: -8.77 eV
E_HOMO: -14.33 eV

Structure (XYZ):
```
53
C17H29CuN3OSeTa | the OMol25 dataset | ωB97M-V/def2-TZVPD
N -0.61 1.35 0.80
C -0.81 2.41 1.42
O -0.72 3.48 1.93
Cu 1.04 3.00 0.30
Ta 0.32 -0.10 -0.17
N 2.09 -0.08 0.72
N 0.39 0.23 -2.07
C 2.35 -0.15 2.14
C -0.30 0.91 -3.16
C 2.83 1.22 2.65
C 3.43 -1.20 2.42
C 1.07 -0.54 2.89
C 0.68 1.23 -4.28
C -1.41 -0.01 -3.67
C -0.91 2.20 -2.62
H 3.68 1.59 2.06
H 3.14 1.12 3.71
H 2.03 1.97 2.60
H 3.14 -2.17 1.99
H 3.55 -1.34 3.50
H 4.41 -0.91 2.02
H 0.27 0.19 2.70
H 1.28 -0.53 3.98
H 0.75 -1.55 2.60
H 1.52 1.83 -3.90
H 0.16 1.83 -5.04
H 1.06 0.33 -4.77
H -1.01 -0.98 -4.00
H -1.90 0.47 -4.52
H -2.16 -0.20 -2.89
H -1.57 2.03 -1.75
H -1.51 2.65 -3.43
H -0.13 2.92 -2.32
C 1.27 -0.89 -2.42
H 1.63 -1.48 -1.52
H 0.77 -1.61 -3.08
H 2.16 -0.51 -2.95
C 3.25 0.01 -0.16
H 3.74 -0.97 -0.25
H 2.99 0.34 -1.17
H 3.96 0.75 0.23
Se -0.87 -2.16 0.24
C -2.67 -1.87 1.09
C -3.79 -2.63 0.74
C -5.04 -2.31 1.31
C -5.14 -1.25 2.23
C -4.00 -0.51 2.57
C -2.76 -0.84 2.01
H -3.71 -3.45 0.02
H -5.93 -2.89 1.05
H -6.10 -1.00 2.69
H -4.05 0.31 3.28
H -1.88 -0.25 2.25
```

=====

(4)
The following is a quantum chemistry calculation of C22H28FN2OSScSi2 as an isolated structure in a non-equilibrium geometry, from the OMol25 dataset.

Computed properties:
Orbital gap: 6.9371 eV
Molar mass: 488.7 g mol⁻¹
Total energy: -2877.74272 Ha
LUMO energy: -0.22 eV
E_HOMO: -7.16 eV

Structure (XYZ):
```
58
C22H28FN2OSScSi2 | the OMol25 dataset | ωB97M-V/def2-TZVPD
Sc 0.09 0.09 -0.42
O 1.92 -0.55 -0.04
N 2.43 -1.68 -0.51
C 3.39 -2.30 0.21
C 3.97 -3.44 -0.26
C 3.55 -3.95 -1.49
C 2.58 -3.29 -2.22
C 2.00 -2.10 -1.73
S 0.82 -1.18 -2.55
H 3.63 -1.81 1.14
H 4.73 -3.94 0.33
H 3.98 -4.86 -1.88
H 2.25 -3.66 -3.17
C 1.91 3.96 1.59
Si 1.98 3.00 -0.02
C 3.44 1.85 0.24
C 2.49 4.07 -1.47
N 0.45 2.20 -0.37
C -0.62 3.05 -0.66
C -0.69 4.44 -0.54
C -1.83 5.16 -0.89
C -2.96 4.53 -1.39
C -2.93 3.15 -1.55
C -1.78 2.50 -1.20
F -1.74 1.12 -1.35
H 2.92 4.30 1.84
H 1.58 3.29 2.39
H 1.26 4.83 1.61
H 4.29 2.50 0.44
H 3.67 1.22 -0.62
H 3.31 1.20 1.11
H 3.50 4.45 -1.32
H 1.84 4.93 -1.66
H 2.49 3.46 -2.38
H 0.15 5.00 -0.15
H -1.83 6.23 -0.76
H -3.84 5.09 -1.65
H -3.77 2.59 -1.94
C -3.80 -0.68 0.15
Si -2.15 -1.57 -0.14
C -2.54 -2.71 -1.60
C -1.97 -2.71 1.38
C -1.68 -2.16 2.63
C -1.54 -2.94 3.77
C -1.68 -4.32 3.68
C -1.96 -4.90 2.45
C -2.11 -4.10 1.32
H -4.58 -1.42 0.36
H -4.10 -0.11 -0.73
H -3.76 0.01 1.00
H -3.47 -3.23 -1.41
H -1.76 -3.44 -1.82
H -2.68 -2.11 -2.50
H -1.57 -1.08 2.73
H -1.32 -2.48 4.72
H -1.56 -4.94 4.56
H -2.08 -5.97 2.37
H -2.34 -4.58 0.37
```

=====

(5)
The following is a quantum chemistry calculation of C12H33As2F12N3O6 as an isolated structure in a non-equilibrium geometry, from the OMol25 dataset.

Computed properties:
Orbital gap: 9.9250 eV
Molar mass: 693.2 g mol⁻¹
Total energy: -6762.89470 Ha
LUMO energy: -0.59 eV
E_HOMO: -10.51 eV

Structure (XYZ):
```
68
C12H33As2F12N3O6 | the OMol25 dataset | ωB97M-V/def2-TZVPD
C 1.27 -3.34 1.67
C 1.34 -2.44 2.85
C 2.67 -1.75 3.04
O 2.99 -0.82 2.02
C 3.07 0.53 2.51
N 0.23 -1.36 2.83
H 0.09 -1.02 3.83
H 0.51 -0.64 2.16
H -0.72 -1.70 2.60
H 1.35 -2.78 0.74
H 0.24 -3.71 1.60
H 1.97 -4.20 1.81
H 1.10 -2.95 3.77
H 3.43 -2.50 3.13
H 2.62 -1.23 4.04
H 2.13 1.01 2.78
H 3.47 1.05 1.65
H 3.75 0.56 3.33
C 1.12 -2.21 -3.53
C 0.38 -1.14 -4.21
C -0.37 -1.69 -5.42
O -1.16 -0.57 -5.92
C -1.46 -0.64 -7.29
N -0.69 -0.69 -3.21
H -1.43 -1.39 -3.02
H -0.36 -0.48 -2.26
H -1.22 0.09 -3.54
H 1.84 -1.71 -2.87
H 1.60 -2.76 -4.34
H 0.56 -2.92 -2.92
H 1.04 -0.32 -4.49
H -1.02 -2.59 -5.17
H 0.34 -2.07 -6.13
H -0.59 -1.15 -7.79
H -1.71 0.34 -7.68
H -2.29 -1.32 -7.44
C 0.39 3.93 -1.91
C -0.20 4.95 -1.07
O -1.34 5.49 -1.16
N 0.58 5.36 -0.07
H 1.56 5.09 -0.15
H -2.16 4.14 0.65
C 0.40 6.76 0.18
H -0.41 3.60 -2.55
H 0.87 3.11 -1.38
H 1.00 4.51 -2.58
H 1.37 7.27 0.10
H 0.11 6.86 1.19
H -0.39 7.22 -0.42
As -2.44 -2.37 -0.52
F -2.68 -0.61 -0.47
F -4.17 -2.71 -0.32
F -2.09 -4.04 -0.64
F -0.68 -2.18 -0.70
F -2.31 -2.16 1.14
F -2.69 -2.30 -2.25
As -0.80 -2.32 6.32
F -0.68 -1.43 7.80
F 0.52 -1.31 5.56
F -0.85 -3.20 4.90
F -2.05 -3.26 6.92
F -1.85 -1.10 5.58
F 0.49 -3.32 6.81
O -1.43 3.56 2.71
C -1.06 2.79 1.60
O -0.29 1.89 1.61
O -1.66 3.21 0.53
H -1.13 3.10 3.49
```

=====

(6)
The following is a quantum chemistry calculation of a 3-piece molecular cluster, C4H13N3 overall in a non-equilibrium geometry, from the OMol25 dataset.

Computed properties:
Orbital gap: 6.6745 eV
Molar mass: 103.2 g mol⁻¹
Total energy: -323.48725 Ha
Charge: +2
LUMO energy: -11.67 eV
E_HOMO: -18.35 eV

Structure (XYZ):
```
20
C4H13N3 | the OMol25 dataset | ωB97M-V/def2-TZVPD
C -1.89 3.32 0.65
C -1.16 4.24 -0.33
C 0.28 3.77 -0.21
N 0.31 -5.97 0.56
C 1.46 -5.37 0.25
N 1.49 -4.44 -0.58
N -1.63 2.06 0.24
H -1.68 3.51 1.71
H -3.01 3.48 0.55
H -1.24 5.30 -0.09
H -1.68 4.08 -1.27
H 0.57 3.83 0.84
H 1.05 4.13 -0.89
H 0.26 -6.70 1.27
H -0.45 -5.74 -0.06
H 2.25 -5.75 0.93
H 3.37 -4.21 -2.12
H 3.42 -3.47 -1.99
H -1.93 1.30 0.89
H 0.20 2.65 -0.35
```

=====

(7)
The following is a quantum chemistry calculation of an isolated molecule of C6H4N2 in a non-equilibrium geometry, from the OMol25 dataset.

Computed properties:
Orbital gap: 9.0264 eV
Molar mass: 104.1 g mol⁻¹
Total energy: -340.30112 Ha
Structure (SMILES): C#Cc1ccnnc1
LUMO energy: -0.49 eV
E_HOMO: -9.51 eV

Structure (XYZ):
```
12
C6H4N2 | the OMol25 dataset | ωB97M-V/def2-TZVPD
C 3.39 -0.01 0.21
C 2.14 0.10 -0.37
C 0.66 0.18 -0.11
C -0.26 1.21 -0.04
C -1.77 0.94 0.23
C -0.16 -1.07 0.04
H 4.55 -0.25 0.69
H -0.03 2.23 -0.20
H -2.44 1.79 0.04
H 0.44 -1.89 -0.28
N -2.30 -0.16 -0.05
N -1.48 -1.26 0.05
```

=====

(8)
The following is a quantum chemistry calculation of C25H31BCuN7O5 as an isolated structure, from the OMol25 dataset.

Computed properties:
Orbital gap (spin up / spin down): 8.5865 / 7.9275 eV
Molar mass: 583.9 g mol⁻¹
Total energy: -3396.33399 Ha
<S²>: 0.75
Charge: -1
LUMO energy (spin up / spin down): 2.62 / 1.98 eV
2S+1: 2
E_HOMO (spin up / spin down): -5.97 / -5.95 eV

Structure (XYZ):
```
70
C25H31BCuN7O5 | the OMol25 dataset | ωB97M-V/def2-TZVPD
Cu -0.13 0.08 -0.20
O 2.25 -0.20 5.67
C 1.72 -0.15 4.41
C 1.46 1.06 3.78
C 0.92 1.01 2.51
N 0.62 -0.12 1.89
C 0.93 -1.28 2.48
C 1.46 -1.34 3.75
C 0.75 -2.52 1.61
O 0.88 -3.62 2.15
O 0.51 -2.24 0.41
C 0.73 2.25 1.66
O 0.91 3.36 2.16
O 0.43 2.00 0.45
H 2.39 0.70 5.98
H 1.69 2.02 4.21
H 1.69 -2.30 4.18
C -1.98 4.29 0.53
C -2.68 3.02 0.05
C -2.80 1.98 1.15
C -2.08 2.51 -1.23
C -2.22 3.12 -2.48
C -1.58 2.28 -3.36
N -1.09 1.25 -2.67
N -1.38 1.38 -1.36
B -0.39 -0.01 -3.23
N 1.11 0.01 -2.94
C 2.10 0.00 -3.84
C 3.30 0.01 -3.16
C 2.94 0.03 -1.81
N 1.62 0.02 -1.68
C 3.89 0.03 -0.64
C 3.73 1.30 0.20
C 3.74 -1.23 0.20
N -1.07 -1.24 -2.61
C -1.59 -2.29 -3.25
C -2.21 -3.10 -2.33
C -2.03 -2.46 -1.10
N -1.34 -1.34 -1.28
C -2.59 -2.94 0.21
C -1.92 -4.23 0.66
C -2.59 -1.88 1.30
H -2.54 4.73 1.36
H -1.93 5.04 -0.27
H -0.97 4.08 0.86
H -3.71 3.31 -0.23
H -1.83 1.62 1.46
H -3.39 1.13 0.81
H -3.30 2.41 2.02
H -2.74 4.03 -2.70
H -1.45 2.33 -4.43
H -0.53 -0.04 -4.43
H 1.88 -0.01 -4.89
H 4.30 0.01 -3.57
H 4.90 0.04 -1.08
H 2.70 1.41 0.52
H 3.98 2.19 -0.38
H 4.37 1.26 1.08
H 2.70 -1.36 0.49
H 4.36 -1.18 1.10
H 4.02 -2.12 -0.37
H -1.49 -2.38 -4.32
H -2.73 -4.03 -2.51
H -3.64 -3.17 -0.01
H -0.87 -4.06 0.93
H -1.95 -4.98 -0.13
H -2.44 -4.63 1.53
H -1.58 -1.57 1.55
H -3.05 -2.28 2.21
H -3.16 -1.00 0.99
```